12
Properties=species:S:1:pos:R:3:forces:R:3:nbo_charge:R:1 method="wB97M-V/def2-TZVPD" total_charge=0 e_lumo_ev=1.33 total_energy_ev=-4276.482 orbital_gap_ha=0.437 spin_multiplicity=1 max_force_ev_per_a=2.16 smiles=C1CCC1 homo_energy_ha=-0.388
C 0.79750 -0.76132 -0.03228 0.786 -1.113 -1.682 -0.404
C 0.75041 0.77709 0.01416 0.676 -0.149 1.513 -0.403
C -0.78863 0.73563 -0.02857 0.053 1.487 -0.339 -0.405
C -0.77309 -0.80115 0.01343 -1.445 -0.365 1.302 -0.417
H 1.41967 -1.23952 0.74679 -0.860 0.162 0.041 0.209
H 1.28691 -1.16622 -0.97323 -0.926 0.464 0.754 0.201
H 1.30145 1.30036 -0.76884 -0.208 0.042 0.092 0.205
H 1.13346 1.08614 1.02014 -0.273 0.181 -0.913 0.195
H -1.15915 1.16828 -0.97000 -0.053 -0.356 0.180 0.198
H -1.26610 1.33196 0.77282 0.074 -0.660 -0.232 0.204
H -1.24252 -1.20710 0.96147 0.914 0.417 -0.758 0.204
H -1.45991 -1.22415 -0.75589 1.262 -0.110 0.041 0.214

17
Properties=species:S:1:pos:R:3:forces:R:3:nbo_charge:R:1 method="wB97M-V/def2-TZVPD" total_charge=0 e_lumo_ev=0.62 total_energy_ev=-10805.941 orbital_gap_ha=0.263 spin_multiplicity=1 max_force_ev_per_a=2.34 homo_energy_ha=-0.240
C 0.92380 -0.94135 -0.72635 -1.154 -0.685 1.288 -0.206
C 1.66090 -0.79799 0.57280 0.370 0.237 0.057 -0.669
C -1.02796 0.78501 -0.35550 0.478 -0.044 0.228 0.276
C 0.11067 1.41748 -0.69061 -1.301 -0.302 -0.145 0.184
N -1.89715 -1.22529 0.35276 -0.423 -0.237 1.106 -0.643
O -2.23650 1.40952 -0.11813 0.080 -0.314 -0.319 -0.677
N -0.98665 -0.57360 -0.41551 1.016 0.415 -2.064 -0.232
N 0.93637 2.32811 -0.68400 0.888 1.109 -0.161 -0.644
H -2.06722 2.34371 0.06198 0.036 -0.239 0.009 0.489
H -1.74487 -2.21119 0.51377 0.119 0.251 -0.327 0.378
H -2.28600 -0.72229 1.14828 0.468 -0.159 0.143 0.353
H 0.90751 2.93268 0.14516 0.232 -0.227 0.215 0.326
H 1.41215 -0.48260 -1.58090 -0.558 0.347 0.005 0.225
H 0.67152 -1.97332 -0.95048 0.031 0.038 0.006 0.188
H 2.51917 -1.48067 0.60444 -0.185 -0.112 0.028 0.223
H 2.09215 0.19823 0.69154 -0.216 -0.006 0.015 0.221
H 1.01214 -1.00642 1.43075 0.121 -0.070 -0.083 0.208

42
Properties=species:S:1:pos:R:3:forces:R:3:nbo_charge:R:1 method="wB97M-V/def2-TZVPD" total_charge=0 e_lumo_ev=0.63 total_energy_ev=-56813.434 orbital_gap_ha=0.317 spin_multiplicity=1 max_force_ev_per_a=2.53 smiles=CN(C)CCCNc1cc(Cl)ccc1Sc1ccc(Cl)cc1 homo_energy_ha=-0.294
C -5.08460 -0.21302 -3.15125 1.088 -0.655 0.279 -0.405
N -4.43803 -0.41679 -1.83528 -0.353 1.969 0.717 -0.460
C -5.36974 -0.16761 -0.70595 0.871 -1.192 -0.385 -0.418
C -3.54902 -1.57469 -1.63899 -0.167 0.827 -0.777 -0.203
C -2.54038 -1.45981 -0.45812 -0.731 -0.559 -0.709 -0.415
C -1.69987 -0.21812 -0.55526 1.187 -0.178 0.583 -0.209
N -0.57212 -0.33454 0.41062 0.032 0.076 0.389 -0.641
C 0.26500 0.74467 0.70675 -0.557 -0.302 0.232 0.278
C 0.58439 1.66428 -0.28046 0.302 0.558 -0.155 -0.319
C 1.37460 2.77587 -0.03286 -0.111 -0.294 1.057 0.009
Cl 1.61500 3.91263 -1.33293 0.146 -0.132 0.338 0.005
C 1.91469 2.97685 1.24531 0.297 -0.562 0.816 -0.276
C 1.66435 2.02715 2.27553 -0.817 0.102 -2.387 -0.156
C 0.80040 0.94769 1.99629 1.017 0.684 -0.033 -0.293
S 0.41984 -0.15841 3.29136 -0.704 -0.461 0.895 0.264
C 2.00217 -0.82382 3.72437 0.212 -0.374 -1.608 -0.186
C 2.69868 -1.55738 2.76257 0.777 -0.223 0.094 -0.186
C 3.95241 -2.12377 3.06881 -0.563 0.119 -0.722 -0.230
C 4.49868 -1.92750 4.32862 -0.106 0.111 -0.049 -0.021
Cl 6.03190 -2.71608 4.66743 -0.469 0.402 0.159 -0.001
C 3.81588 -1.15524 5.26673 0.392 -0.903 0.451 -0.231
C 2.56837 -0.64636 4.94959 -0.449 0.714 1.864 -0.209
H -5.84818 -0.96267 -3.35466 -0.165 -0.456 -0.152 0.162
H -5.61227 0.74912 -3.27017 0.611 -0.156 0.485 0.205
H -4.28579 -0.29448 -3.91996 -0.629 0.117 0.307 0.200
H -4.84620 -0.04154 0.24257 0.274 0.083 -0.113 0.194
H -6.03855 -1.02298 -0.54439 -0.225 -0.135 -0.087 0.161
H -5.98224 0.70437 -0.84273 -0.101 0.452 -0.403 0.206
H -4.22596 -2.41804 -1.56633 0.285 -0.957 0.323 0.172
H -2.92875 -1.69431 -2.55513 -0.539 0.068 0.372 0.196
H -3.05811 -1.50206 0.50050 -0.005 0.017 0.091 0.203
H -1.86398 -2.32648 -0.50617 -0.309 0.065 -0.009 0.217
H -1.27041 -0.13548 -1.56117 -0.253 0.101 0.090 0.190
H -2.31157 0.64689 -0.33667 -0.047 0.462 -0.094 0.198
H -0.72405 -0.94142 1.22291 -0.133 0.422 -0.566 0.395
H 0.23961 1.51614 -1.27663 -0.344 -0.091 -0.545 0.226
H 2.56521 3.81510 1.48139 -0.174 -0.049 -0.290 0.228
H 2.12729 2.08662 3.24692 -0.023 0.259 0.101 0.227
H 2.24414 -1.64271 1.77710 0.274 -0.241 0.120 0.229
H 4.51194 -2.72888 2.34011 -0.435 0.389 0.317 0.235
H 4.17008 -1.08475 6.29564 0.121 0.146 -0.386 0.233
H 1.98712 -0.13047 5.74060 0.523 -0.222 -0.612 0.229

170
Properties=species:S:1:pos:R:3:forces:R:3:lowdin_charge:R:1 method="wB97M-V/def2-TZVPD" total_charge=0 e_lumo_ev=-1.49 total_energy_ev=-146093.416 orbital_gap_ha=0.234 spin_multiplicity=1 max_force_ev_per_a=5.96 homo_energy_ha=-0.289
C 2.64303 5.19829 -3.38044 0.519 -0.204 1.307 -0.062
C 1.31184 4.41111 -3.42434 0.833 1.034 -0.879 -0.103
N 0.11362 5.30558 -3.42871 -0.255 1.899 -0.360 -0.008
C -1.15832 4.86010 -3.22511 -0.053 -0.512 1.340 -0.016
C -1.93631 5.93966 -2.96248 -1.272 -0.718 -0.319 -0.051
N -1.22622 7.07196 -3.17474 1.278 0.370 -0.208 -0.060
C 0.04915 6.65821 -3.45654 -0.153 0.084 0.767 0.023
C -1.80892 8.43396 -2.86605 1.224 -0.098 -0.331 0.035
H 2.75377 6.07052 -4.02467 -0.393 -0.288 -0.391 0.071
H 3.49739 4.54392 -3.55356 -0.328 -0.358 -0.689 0.087
H 2.96321 5.53442 -2.39423 -0.802 0.244 0.404 0.086
H 1.13419 3.71939 -2.60089 0.338 0.106 -0.016 0.125
H 1.34005 3.88854 -4.38050 -0.512 -0.257 0.160 0.128
H -1.33955 3.81223 -3.03664 -0.006 0.100 -0.302 0.109
H -2.95249 5.98356 -2.59938 0.052 -0.066 -0.243 0.130
H 0.89532 7.32772 -3.50277 -0.115 -0.155 -0.196 0.156
H -1.13236 9.26609 -3.06082 0.874 -0.552 0.354 0.093
H -2.04036 8.40979 -1.80117 -0.392 0.211 -0.299 0.106
H -2.58659 8.77147 -3.55118 -0.617 -1.075 0.254 0.095
C -0.34738 -6.95794 5.26932 1.762 -0.317 0.353 -0.074
C 0.36006 -6.06260 4.24177 -2.577 0.973 0.128 -0.149
N -0.01472 -4.67726 4.54350 0.175 3.371 3.834 -0.020
C -0.54964 -3.76268 3.66237 0.663 0.211 1.109 0.049
C -0.71231 -2.57481 4.34456 0.235 0.052 -0.508 0.005
N -0.25545 -2.71900 5.62270 -1.346 -2.841 -1.499 -0.130
C 0.10721 -4.00031 5.83525 -0.145 -0.188 -3.782 0.063
C -0.06823 -1.64782 6.52731 1.376 0.361 0.979 -0.009
H -0.27759 -7.94307 4.80805 -0.271 -0.282 0.646 0.079
H -1.34403 -6.72564 5.64458 -0.212 0.306 -1.023 0.081
H 0.23969 -6.90042 6.18591 0.261 -0.597 0.133 0.063
H -0.21018 -6.18709 3.32121 0.899 -0.386 -0.488 0.125
H 1.44356 -6.11175 4.13358 -0.236 -0.400 -0.087 0.137
H -0.68406 -4.02197 2.62261 -0.226 0.044 0.003 0.130
H -1.06245 -1.58737 4.08230 -0.195 -0.327 -0.492 0.114
H 0.51631 -4.30751 6.78639 0.046 -0.496 -0.399 0.150
H -0.13045 -2.07937 7.52631 0.136 0.452 0.113 0.104
H -0.69653 -0.76210 6.43339 -0.434 -0.595 -0.337 0.100
H 0.95150 -1.36853 6.26224 0.234 0.610 0.798 0.110
C -4.28140 -3.50858 -4.71260 0.101 -0.758 0.872 -0.036
C -3.84859 -2.15195 -4.26123 1.546 0.727 -2.725 -0.230
N -4.58880 -1.70912 -3.17781 -1.275 1.154 5.163 -0.060
C -5.91671 -1.23669 -3.14800 1.269 -0.865 1.350 0.007
C -6.16002 -0.92982 -1.81385 -1.022 1.432 -2.362 -0.041
N -5.00492 -0.97825 -1.11943 1.087 -2.349 -0.661 -0.058
C -4.09278 -1.62536 -1.90746 -0.713 2.105 -0.337 0.080
C -4.82496 -0.46639 0.23514 -0.695 -0.781 1.299 0.028
H -3.88669 -4.23650 -4.00377 -0.036 -0.136 0.094 0.094
H -3.93012 -3.82714 -5.69405 -0.357 0.392 -0.055 0.088
H -5.35956 -3.49085 -4.55342 -0.152 -0.588 -0.752 0.077
H -4.06038 -1.38822 -5.00954 0.109 -0.110 -0.601 0.125
H -2.78664 -2.00461 -4.06465 -0.002 -0.340 0.227 0.130
H -6.48981 -1.24128 -4.06339 -0.229 -0.055 0.358 0.125
H -7.06185 -0.48732 -1.41725 0.133 -0.151 0.163 0.129
H -3.06677 -1.71751 -1.58310 0.155 -0.620 -0.232 0.160
H -4.27550 0.47480 0.25424 -0.170 -0.182 0.173 0.089
H -4.48234 -1.17103 0.99289 1.647 -0.421 -0.768 0.108
H -5.78325 -0.49687 0.75366 -0.674 1.281 -0.668 0.111
C 5.60139 -6.21539 -3.33697 1.700 1.077 -0.071 -0.073
C 4.12348 -6.13235 -3.11760 -0.575 0.197 -0.165 -0.154
N 3.53442 -4.87914 -3.65307 -1.590 1.710 -3.151 -0.005
C 3.33082 -3.67963 -2.97455 1.431 -0.512 -0.347 0.033
C 2.86022 -2.74788 -3.84784 -0.939 -0.764 0.229 0.006
N 2.48196 -3.43797 -4.99954 2.608 -0.442 -1.006 -0.092
C 3.06295 -4.65294 -4.98265 -0.295 -0.321 3.597 0.022
C 2.15163 -2.76097 -6.25465 -0.285 1.773 0.284 -0.004
H 5.93492 -5.82651 -4.29906 -0.368 -0.661 -0.601 0.073
H 6.08723 -7.16189 -3.09991 -0.544 -0.243 -0.281 0.084
H 6.16720 -5.51142 -2.72674 -0.477 0.200 0.725 0.081
H 3.91634 -6.15348 -2.04767 -0.308 0.007 -0.076 0.141
H 3.55808 -6.90434 -3.63958 0.182 -0.283 0.274 0.119
H 3.73138 -3.57391 -1.97717 -0.116 0.218 0.332 0.122
H 2.81029 -1.67065 -3.78888 -0.469 -0.227 0.229 0.130
H 3.02431 -5.32899 -5.82400 0.083 -0.194 0.366 0.150
H 2.24904 -3.29956 -7.19726 -0.032 -0.561 0.583 0.097
H 2.79642 -1.88454 -6.31956 0.365 -0.154 -0.129 0.099
H 1.18129 -2.27265 -6.16482 -0.294 -0.537 -0.030 0.089
C -3.61450 3.91785 0.39119 -0.605 -0.549 -0.422 -0.030
C -4.89243 3.45585 -0.39944 0.491 0.712 1.639 -0.145
N -4.63737 3.11018 -1.78936 -0.395 -0.990 -1.886 -0.042
C -3.50543 2.44773 -2.25361 -0.071 0.965 -1.336 0.018
C -3.70708 2.22053 -3.60221 -0.694 -1.124 0.236 0.005
N -5.01700 2.50629 -3.93316 -0.041 2.284 5.504 -0.098
C -5.55804 3.09727 -2.76746 1.010 -0.830 -1.815 0.023
C -5.63600 2.27167 -5.20090 0.621 -0.010 -0.032 0.006
H -3.92102 4.02687 1.43150 0.151 -0.146 -0.020 0.091
H -3.24085 4.88161 0.04528 -0.327 0.151 -0.197 0.069
H -2.74743 3.25873 0.34817 -0.288 -0.396 0.187 0.055
H -5.59693 4.27796 -0.27328 -0.047 0.226 -0.878 0.123
H -5.47398 2.62890 0.00804 0.715 -0.329 0.488 0.122
H -2.61800 2.31391 -1.65280 -0.117 -0.087 0.030 0.135
H -3.14919 1.72855 -4.38523 0.719 -0.068 0.406 0.127
H -6.56365 3.47957 -2.67269 0.101 -0.069 -0.035 0.159
H -5.42978 3.16122 -5.79611 -0.440 -0.313 -0.467 0.109
H -6.69261 2.04021 -5.06626 0.169 0.085 -0.234 0.108
H -5.05403 1.41223 -5.53371 -0.557 -0.007 -0.809 0.100
C 0.56121 1.36009 5.00905 0.328 0.715 -0.942 -0.031
C 1.81979 1.84438 4.23564 0.058 -1.555 0.509 -0.124
N 2.49008 2.91450 4.97742 0.817 -0.307 1.550 -0.028
C 2.32259 4.23926 4.70543 1.452 0.692 0.982 0.021
C 3.21626 4.92552 5.52226 -2.040 0.293 -1.987 -0.042
N 3.88065 4.03044 6.25465 0.787 -3.439 1.461 -0.094
C 3.38521 2.74395 6.01069 -0.530 3.000 -2.264 0.079
C 5.04097 4.27869 7.15399 -0.369 0.352 -0.269 0.018
H 0.16967 0.40309 4.66418 0.201 0.186 -0.499 0.047
H -0.18443 2.13494 4.83094 -0.387 -0.208 0.548 0.084
H 0.77915 1.19184 6.06370 0.067 0.407 0.044 0.070
H 1.66464 2.21814 3.22355 -0.463 0.089 0.227 0.115
H 2.52178 1.01579 4.14210 0.278 0.023 0.068 0.108
H 1.68018 4.64225 3.93647 -0.084 -0.372 -0.048 0.125
H 3.26283 6.00437 5.54043 0.651 -0.198 0.329 0.132
H 3.66300 1.80657 6.46955 0.302 0.090 -0.278 0.166
H 5.63982 3.38883 7.34793 -0.664 -0.281 0.005 0.101
H 4.65574 4.72925 8.06870 0.305 -0.077 0.031 0.093
H 5.75908 4.93707 6.66517 -0.386 0.268 -0.092 0.096
C 0.92074 -1.50034 -0.85977 0.646 -0.623 -0.997 -0.004
N 1.53194 -0.26426 -0.31176 -2.266 1.898 0.291 -0.248
C 2.32566 -0.55292 0.97766 0.120 0.940 -1.317 0.045
C 2.33357 0.56275 -1.34414 -0.412 -1.117 -0.322 0.033
C 0.23088 0.70201 -0.03394 2.192 -1.350 1.434 -0.026
C -0.82757 0.10439 0.92500 1.427 -0.020 -1.384 -0.238
O -1.63591 1.17468 1.25503 -0.957 1.000 -0.165 -0.064
H 1.70625 -2.24419 -0.99294 -0.004 -0.022 -0.002 0.094
H 0.43113 -1.25370 -1.80187 0.216 -0.068 -0.029 0.081
H 0.14593 -1.95219 -0.24039 0.345 0.305 0.456 0.094
H 3.30699 -0.94743 0.71408 -0.160 -0.294 -0.148 0.092
H 1.80314 -1.28826 1.58950 0.021 0.367 0.065 0.107
H 2.50039 0.45474 1.35473 -0.130 -0.323 0.725 0.098
H 3.35803 0.19772 -1.41718 -0.035 -0.058 0.357 0.098
H 2.27989 1.64513 -1.22728 0.102 -0.167 1.111 0.083
H 1.85717 0.43873 -2.31664 -0.155 -0.511 -0.006 0.071
H -0.19006 0.90737 -1.01820 0.126 0.140 0.091 0.111
H 0.68645 1.54093 0.49215 -0.190 0.341 -0.524 0.104
H -0.40097 -0.22095 1.87383 0.413 -0.877 -0.441 0.125
H -1.34571 -0.64553 0.32731 -0.288 -0.489 0.745 0.096
H -2.05623 0.91857 2.07925 -0.679 0.366 0.112 0.055
B 3.14681 -4.49642 1.61004 -1.585 2.351 -0.496 -1.479
F 2.86927 -4.08651 0.26764 -0.305 0.359 -0.758 0.069
F 2.21492 -5.44789 1.90876 -1.595 -1.849 0.619 0.132
F 4.36988 -4.85320 1.74474 4.594 -3.005 -0.292 0.248
F 3.04375 -3.45646 2.51062 -1.818 1.765 0.835 0.128
B 5.76656 -2.21719 -0.24038 0.877 -1.064 0.114 -1.477
F 6.65790 -1.23917 -0.07216 2.184 2.869 -0.717 0.173
F 5.37348 -2.55633 0.96594 -1.638 -1.159 2.555 0.225
F 4.68022 -1.76988 -0.99767 -1.288 0.350 -1.534 0.091
F 6.43033 -3.30681 -0.84751 -0.224 -0.693 -1.214 0.079
B -2.16047 -4.14807 -0.07096 -0.756 0.437 -1.803 -1.440
F -3.41582 -4.49554 -0.54579 -1.829 -0.091 -0.623 0.100
F -1.38403 -3.99211 -1.23660 0.857 -0.088 -0.085 0.090
F -2.22816 -2.93660 0.56042 -0.093 2.310 0.718 0.127
F -1.80804 -5.05350 0.83037 1.601 -2.114 1.543 0.195
B 4.81364 -0.62772 4.11835 0.101 -1.372 -1.850 -1.420
F 3.84595 -0.88600 5.01955 -2.383 -0.152 3.247 0.129
F 4.13077 -0.67140 2.90897 -0.162 -0.009 -1.529 0.114
F 5.21858 0.67855 4.24156 1.245 1.727 0.840 0.120
F 5.76900 -1.62058 4.24455 0.717 0.542 -0.043 0.141
B -0.59789 0.28860 -4.11151 -1.460 -1.595 0.337 -1.429
F 0.60676 -0.23039 -4.38805 1.900 -1.004 -0.318 0.181
F -0.51251 1.57727 -3.77123 0.304 3.203 1.411 0.170
F -1.40695 0.26084 -5.23856 -1.147 -0.555 -0.947 0.110
F -1.22406 -0.44762 -3.03018 -0.116 0.307 -0.489 0.056
B -4.02143 0.40990 3.62272 -0.985 0.572 0.079 -1.342
F -5.35400 0.06483 3.83708 -0.467 -0.395 -0.528 0.109
F -3.96941 1.51091 2.71542 -0.053 0.115 -0.398 0.068
F -3.50406 0.79839 4.81840 1.033 0.366 1.176 0.147
F -3.28691 -0.63398 3.07556 0.444 -0.553 -0.442 0.122
B 1.02414 4.44845 0.95526 -0.462 0.687 0.905 -1.423
F 1.64225 5.65600 1.12861 0.405 1.827 -0.131 0.131
F 0.07590 4.56048 -0.08864 -0.432 -0.233 -0.201 0.084
F 1.94908 3.51888 0.73390 2.172 -2.336 -1.911 0.175
F 0.52192 4.05453 2.19253 -1.844 0.129 1.011 0.098